This record from OMol25 describes the ion C16H22N5O4 with charge -1 at a distorted geometry. The level of theory is ωB97M-V with the def2-TZVPD basis set.

Last column: natural (NBO) charge in e.
CARTESIAN COORDINATES (ANGSTROEM)
C 1.4432 -2.3408 -1.2009  -0.682
C 1.0369 -0.9064 -1.1876  0.083
C -0.1041 -0.4561 -0.3191  -0.334
C -0.8041 0.7109 -1.0097  0.723
O -0.3439 1.8439 -1.0226  -0.607
N -2.0120 0.4159 -1.5627  -0.464
C -2.8397 1.5135 -2.0095  -0.407
C -2.6592 -0.8983 -1.5660  -0.410
N 1.6107 0.0265 -1.8691  -0.199
N 2.6916 -0.1768 -2.5476  -0.599
C 3.4724 1.0089 -2.5291  0.731
N 4.6578 0.6882 -3.1601  -0.872
O 3.2212 2.0790 -2.0097  -0.697
H 0.5962 -2.9662 -1.5208  0.184
H 2.2787 -2.4386 -1.9054  0.247
H 1.7786 -2.6818 -0.2111  0.201
H -0.7891 -1.2947 -0.1689  0.216
H -2.1885 2.3615 -2.2365  0.250
H -3.3922 1.1937 -2.9005  0.182
H -3.5749 1.8053 -1.2370  0.167
H -1.9542 -1.6782 -1.8914  0.215
H -3.0855 -1.1635 -0.5806  0.199
H -3.4879 -0.8473 -2.2826  0.195
H 4.6437 -0.1594 -3.7091  0.385
H 5.2074 1.4654 -3.4800  0.364
C -2.5738 3.7155 2.0076  -0.629
C -2.5606 2.2159 1.9221  -0.073
O -1.1646 1.8148 1.8066  -0.494
C -1.0359 0.4961 1.6453  0.836
C 0.3023 0.0596 1.0361  -0.343
C 0.9837 -1.0326 1.8277  0.048
C 0.2466 -2.1604 2.1833  -0.272
C 0.9574 -3.3184 2.5565  0.032
N 2.2813 -3.3359 2.6614  -0.452
C 2.9799 -2.2317 2.4201  0.034
C 2.3704 -1.0297 2.0066  -0.242
O -1.9381 -0.2924 1.8860  -0.656
H -3.5871 4.0748 1.8193  0.204
H -2.2906 4.0453 3.0106  0.204
H -1.8995 4.1665 1.2740  0.235
H -2.9766 1.7370 2.8143  0.190
H -3.0841 1.8609 1.0233  0.185
H 0.9653 0.9351 0.9243  0.275
H -0.8420 -2.1595 2.1530  0.249
H 0.4186 -4.2440 2.7703  0.181
H 4.0649 -2.2766 2.5442  0.187
H 2.9794 -0.1448 1.8249  0.232

strongest force on any atom = 3.19 eV Å⁻¹
SMILES string = CCOC(=O)[C@@H](c1ccncc1)[C@@H](C(=O)N(C)C)/C(C)=N/N=C(/N)[O-]
energy above the lowest of the compared OMol25 structures with the same formula, charge and spin = 0.0 kcal/mol
calculated total energy = -1197.6641 Ha
net charge = -1